Entry from the Open Molecules 2025 dataset: 9 unconnected molecules or ions with the total composition C61H139N9O9 in a non-equilibrium geometry (ωB97M-V with the def2-TZVPD basis set).

Each atom is followed by the atoms it is bonded to, with distances in Å.
Cartesian coordinates (Å):
1 C -5.988 1.563 -1.327  C2 1.599, H12 1.061, H13 1.108, H14 1.087
2 C -5.742 0.109 -1.943  C1 1.599, C3 1.531, C4 1.589, N10 1.518
3 C -4.579 0.181 -2.937  C2 1.531, H15 1.071, H16 1.103, H17 1.088
4 C -5.313 -0.955 -0.844  C2 1.589, C5 1.522, H18 1.136, H19 1.111
5 C -6.493 -1.511 -0.060  C4 1.522, C6 1.531, H20 1.138, H21 1.128
6 C -7.613 -2.013 -0.976  C5 1.531, C7 1.450, H22 1.096, H23 1.061
7 C -8.099 -1.050 -1.945  C6 1.450, C8 1.546, C9 1.503, N10 1.493
8 C -9.050 -1.710 -2.970  C7 1.546, H24 1.102, H25 1.087, H26 1.124
9 C -8.896 0.037 -1.281  C7 1.503, H27 1.077, H28 1.115, H29 1.129
10 N -6.904 -0.536 -2.678  C2 1.518, C7 1.493, O11 1.409
11 O -7.231 0.329 -3.741  N10 1.409, H30 0.978
12 H -6.391 2.283 -1.995  C1 1.061
13 H -6.545 1.465 -0.375  C1 1.108
14 H -5.013 1.922 -1.006  C1 1.087
15 H -3.748 0.688 -2.492  C3 1.071
16 H -4.196 -0.821 -3.194  C3 1.103
17 H -4.871 0.790 -3.790  C3 1.088
18 H -4.784 -1.831 -1.337  C4 1.136
19 H -4.601 -0.439 -0.164  C4 1.111
20 H -6.149 -2.358 0.615  C5 1.138
21 H -6.768 -0.657 0.625  C5 1.128
22 H -8.466 -2.373 -0.388  C6 1.096
23 H -7.224 -2.815 -1.553  C6 1.061
24 H -9.561 -1.109 -3.739  C8 1.102
25 H -9.790 -2.298 -2.432  C8 1.087
26 H -8.446 -2.400 -3.620  C8 1.124
27 H -8.565 0.348 -0.305  C9 1.077
28 H -9.987 -0.199 -1.282  C9 1.115
29 H -8.861 0.908 -1.999  C9 1.129
30 H -6.972 -0.187 -4.529  O11 0.978
31 C 1.416 -3.201 -5.209  C32 1.540, H42 1.077, H43 1.098, H44 1.053
32 C 1.967 -3.504 -3.803  C31 1.540, C33 1.542, C34 1.540, N40 1.448
33 C 0.659 -3.908 -3.093  C32 1.542, H45 1.072, H46 1.097, H47 1.085
34 C 2.985 -4.655 -3.909  C32 1.540, C35 1.571, H48 1.109, H49 1.080
35 C 4.318 -4.127 -4.552  C34 1.571, C36 1.489, H50 1.071, H51 1.110
36 C 4.916 -3.027 -3.746  C35 1.489, C37 1.533, H52 1.092, H53 1.106
37 C 3.921 -1.893 -3.475  C36 1.533, C38 1.508, C39 1.545, N40 1.509
38 C 4.374 -1.200 -2.215  C37 1.508, H54 1.091, H55 1.116, H56 1.127
39 C 3.890 -0.846 -4.611  C37 1.545, H57 1.053, H58 1.107, H59 1.071
40 N 2.579 -2.433 -3.047  C32 1.448, C37 1.509, O41 1.463
41 O 1.656 -1.298 -3.035  N40 1.463, H60 0.975
42 H 0.435 -2.783 -5.058  C31 1.077
43 H 2.052 -2.579 -5.852  C31 1.098
44 H 1.335 -4.180 -5.590  C31 1.053
45 H -0.036 -3.092 -3.069  C33 1.072
46 H 0.269 -4.810 -3.580  C33 1.097
47 H 0.850 -4.201 -2.066  C33 1.085
48 H 3.176 -5.096 -2.910  C34 1.109
49 H 2.543 -5.461 -4.477  C34 1.080
50 H 4.974 -4.974 -4.556  C35 1.071
51 H 4.185 -3.699 -5.568  C35 1.110
52 H 5.798 -2.558 -4.186  C36 1.092
53 H 5.203 -3.478 -2.777  C36 1.106
54 H 5.373 -0.811 -2.418  C38 1.091
55 H 4.535 -1.997 -1.450  C38 1.116
56 H 3.689 -0.357 -1.917  C38 1.127
57 H 4.781 -0.286 -4.562  C39 1.053
58 H 3.052 -0.153 -4.409  C39 1.107
59 H 3.745 -1.205 -5.610  C39 1.071
60 H 1.340 -1.286 -2.113  O41 0.975
61 C 1.754 -2.894 4.619  C62 1.539, H72 1.073, H73 1.079, H74 1.080
62 C 2.824 -3.931 4.233  C61 1.539, C63 1.520, C64 1.510, N70 1.533
63 C 3.642 -4.382 5.432  C62 1.520, H75 1.106, H76 1.124, H77 1.132
64 C 2.159 -5.114 3.572  C62 1.510, C65 1.523, H78 1.069, H79 1.070
65 C 3.079 -6.096 2.856  C64 1.523, C66 1.578, H80 1.108, H81 1.099
66 C 3.937 -5.240 1.846  C65 1.578, C67 1.457, H82 1.090, H83 1.099
67 C 4.705 -4.131 2.394  C66 1.457, C68 1.518, C69 1.560, N70 1.513
68 C 5.943 -4.559 3.161  C67 1.518, H84 1.083, H85 1.110, H86 1.080
69 C 5.206 -3.205 1.244  C67 1.560, H87 1.069, H88 1.092, H89 1.061
70 N 3.710 -3.286 3.160  C62 1.533, C67 1.513, O71 1.429
71 O 4.446 -2.187 3.701  N70 1.429, H90 0.999
72 H 1.047 -3.294 5.319  C61 1.073
73 H 2.168 -2.038 5.128  C61 1.079
74 H 1.199 -2.594 3.742  C61 1.080
75 H 4.195 -5.331 5.301  C63 1.106
76 H 4.382 -3.558 5.629  C63 1.124
77 H 2.924 -4.511 6.298  C63 1.132
78 H 1.524 -5.605 4.277  C64 1.069
79 H 1.478 -4.758 2.827  C64 1.070
80 H 3.839 -6.542 3.527  C65 1.108
81 H 2.444 -6.772 2.267  C65 1.099
82 H 3.218 -4.792 1.159  C66 1.090
83 H 4.682 -5.825 1.289  C66 1.099
84 H 5.633 -5.263 3.923  C68 1.083
85 H 6.557 -3.706 3.519  C68 1.110
86 H 6.473 -5.041 2.354  C68 1.080
87 H 4.428 -2.693 0.716  C69 1.069
88 H 5.685 -3.765 0.437  C69 1.092
89 H 5.961 -2.613 1.695  C69 1.061
90 H 5.218 -2.600 4.181  O71 0.999
91 C 2.393 4.926 -1.048  C92 1.598, H102 1.067, H103 1.083, H104 1.094
92 C 3.740 4.942 -1.906  C91 1.598, C93 1.541, C94 1.557, N100 1.523
93 C 4.775 5.914 -1.306  C92 1.541, H105 1.082, H106 1.101, H107 1.110
94 C 4.360 3.514 -1.927  C92 1.557, C95 1.489, H108 1.100, H109 1.101
95 C 3.774 2.529 -2.879  C94 1.489, C96 1.555, H110 1.089, H111 1.066
96 C 3.642 3.153 -4.296  C95 1.555, C97 1.516, H112 1.116, H113 1.111
97 C 2.918 4.484 -4.339  C96 1.516, C98 1.444, C99 1.577, N100 1.493
98 C 3.009 5.053 -5.662  C97 1.444, H114 1.106, H115 1.109, H116 1.073
99 C 1.388 4.289 -4.010  C97 1.577, H117 1.107, H118 1.073, H119 1.098
100 N 3.613 5.373 -3.362  C92 1.523, C97 1.493, O101 1.436
101 O 2.899 6.619 -3.359  N100 1.436, H120 0.965
102 H 1.969 3.948 -1.071  C91 1.067
103 H 2.670 5.066 -0.011  C91 1.083
104 H 1.608 5.579 -1.441  C91 1.094
105 H 5.012 5.698 -0.273  C93 1.082
106 H 5.734 5.846 -1.841  C93 1.101
107 H 4.342 6.915 -1.513  C93 1.110
108 H 5.436 3.579 -2.149  C94 1.100
109 H 4.186 3.160 -0.899  C94 1.101
110 H 4.492 1.713 -2.950  C95 1.089
111 H 2.847 2.172 -2.490  C95 1.066
112 H 3.064 2.480 -4.972  C96 1.116
113 H 4.637 3.333 -4.758  C96 1.111
114 H 2.419 5.986 -5.720  C98 1.106
115 H 2.569 4.369 -6.416  C98 1.109
116 H 4.016 5.261 -5.967  C98 1.073
117 H 0.857 5.254 -3.893  C99 1.107
118 H 1.086 3.739 -3.139  C99 1.073
119 H 0.929 3.787 -4.871  C99 1.098
120 H 3.483 7.317 -3.679  O101 0.965
121 C 0.748 -2.945 0.094  C122 1.571, H132 1.098, H133 1.131, H134 1.114
122 C 0.217 -1.499 0.400  C121 1.571, C123 1.534, C124 1.552, N130 1.463
123 C -0.765 -1.585 1.576  C122 1.534, H135 1.090, H136 1.089, H137 1.085
124 C 1.443 -0.690 0.900  C122 1.552, C125 1.536, H138 1.095, H139 1.079
125 C 1.316 0.839 0.827  C124 1.536, C126 1.504, H140 1.107, H141 1.092
126 C 0.990 1.224 -0.589  C125 1.504, C127 1.546, H142 1.080, H143 1.085
127 C -0.357 0.616 -1.044  C126 1.546, C128 1.538, C129 1.564, N130 1.498
128 C -1.506 1.286 -0.272  C127 1.538, H144 1.094, H145 1.090, H146 1.062
129 C -0.418 0.854 -2.589  C127 1.564, H147 1.101, H148 1.101, H149 1.101
130 N -0.189 -0.860 -0.852  C122 1.463, C127 1.498, O131 1.481
131 O -1.374 -1.575 -1.376  N130 1.481, H150 0.952
132 H 1.066 -3.401 1.041  C121 1.098
133 H -0.082 -3.520 -0.415  C121 1.131
134 H 1.667 -2.972 -0.535  C121 1.114
135 H -1.275 -0.648 1.797  C123 1.090
136 H -1.498 -2.369 1.392  C123 1.089
137 H -0.193 -1.892 2.445  C123 1.085
138 H 1.847 -1.070 1.845  C124 1.095
139 H 2.168 -0.979 0.154  C124 1.079
140 H 0.539 1.296 1.470  C125 1.107
141 H 2.304 1.217 1.095  C125 1.092
142 H 1.722 0.814 -1.269  C126 1.080
143 H 0.868 2.293 -0.729  C126 1.085
144 H -2.452 0.738 -0.272  C128 1.094
145 H -1.613 2.261 -0.746  C128 1.090
146 H -1.213 1.535 0.718  C128 1.062
147 H -1.429 0.576 -2.925  C129 1.101
148 H 0.400 0.365 -3.138  C129 1.101
149 H -0.333 1.931 -2.800  C129 1.101
150 H -1.970 -1.147 -0.770  O131 0.952
151 C -4.195 -2.271 3.366  O152 1.413, H157 1.079, H158 1.095, H159 1.094
152 O -5.472 -2.470 3.937  C151 1.413, C153 1.425
153 C -5.331 -3.208 5.147  O152 1.425, C154 1.517, H160 1.120, H161 1.115
154 C -5.263 -4.711 4.955  C153 1.517, C155 1.529, N156 1.489, H162 1.065
155 C -6.556 -5.281 4.370  C154 1.529, H163 1.111, H164 1.118, H165 1.070
156 N -4.939 -5.349 6.260  C154 1.489, H166 1.018, H167 1.034
157 H -3.567 -1.783 4.093  C151 1.079
158 H -4.223 -1.694 2.435  C151 1.095
159 H -3.634 -3.174 3.107  C151 1.094
160 H -4.394 -2.894 5.674  C153 1.120
161 H -6.086 -2.773 5.844  C153 1.115
162 H -4.477 -4.941 4.275  C154 1.065
163 H -6.818 -4.853 3.378  C155 1.111
164 H -7.379 -5.067 5.096  C155 1.118
165 H -6.609 -6.345 4.278  C155 1.070
166 H -4.845 -6.340 6.048  N156 1.018
167 H -5.779 -5.219 6.847  N156 1.034
168 C -0.516 2.901 4.317  O169 1.436, H174 1.075, H175 1.111, H176 1.101
169 O -1.715 2.738 3.544  C168 1.436, C170 1.405
170 C -2.995 2.909 4.097  O169 1.405, C171 1.555, H177 1.123, H178 1.123
171 C -3.922 2.332 2.990  C170 1.555, C172 1.496, N173 1.442, H179 1.088
172 C -5.375 2.568 3.255  C171 1.496, H180 1.095, H181 1.081, H182 1.077
173 N -3.672 0.945 2.680  C171 1.442, H183 1.032, H184 1.036
174 H 0.346 2.795 3.682  C168 1.075
175 H -0.319 2.121 5.083  C168 1.111
176 H -0.463 3.942 4.670  C168 1.101
177 H -3.057 2.267 5.015  C170 1.123
178 H -3.291 3.962 4.351  C170 1.123
179 H -3.767 2.955 2.111  C171 1.088
180 H -5.694 2.067 4.175  C172 1.095
181 H -5.966 2.112 2.472  C172 1.081
182 H -5.703 3.590 3.353  C172 1.077
183 H -2.641 0.914 2.640  N173 1.032
184 H -3.912 0.320 3.470  N173 1.036
185 C -2.420 6.442 1.904  O186 1.465, H191 1.121, H192 1.058, H193 1.075
186 O -3.126 5.759 0.817  C185 1.465, C187 1.436
187 C -2.248 5.389 -0.258  O186 1.436, C188 1.569, H194 1.124, H195 1.113
188 C -3.145 4.780 -1.392  C187 1.569, C189 1.503, N190 1.475, H196 1.081
189 C -2.249 4.356 -2.523  C188 1.503, H197 1.099, H198 1.039, H199 1.126
190 N -4.135 5.750 -1.898  C188 1.475, H200 1.032, H201 1.000
191 H -1.587 7.117 1.578  C185 1.121
192 H -1.990 5.722 2.550  C185 1.058
193 H -3.117 7.028 2.474  C185 1.075
194 H -1.830 6.313 -0.742  C187 1.124
195 H -1.461 4.693 0.107  C187 1.113
196 H -3.689 4.027 -0.839  C188 1.081
197 H -2.822 3.833 -3.301  C189 1.099
198 H -1.408 3.839 -2.201  C189 1.039
199 H -1.928 5.301 -3.045  C189 1.126
200 H -4.552 6.247 -1.095  N190 1.032
201 H -3.715 6.381 -2.551  N190 1.000
202 C 4.052 3.656 2.666  O203 1.369, H208 1.071, H209 1.084, H210 1.090
203 O 3.862 2.304 2.576  C202 1.369, C204 1.418
204 C 5.074 1.615 2.835  O203 1.418, C205 1.520, H211 1.113, H212 1.073
205 C 6.002 1.591 1.632  C204 1.520, C206 1.515, N207 1.408, H213 1.121
206 C 5.384 0.784 0.507  C205 1.515, H214 1.109, H215 1.081, H216 1.072
207 N 7.225 1.044 2.064  C205 1.408, H217 1.055, H218 1.020
208 H 4.836 3.959 2.003  C202 1.071
209 H 4.370 3.958 3.658  C202 1.084
210 H 3.128 4.154 2.373  C202 1.090
211 H 5.536 2.101 3.724  C204 1.113
212 H 4.937 0.586 3.107  C204 1.073
213 H 6.286 2.613 1.268  C205 1.121
214 H 4.397 1.187 0.200  C206 1.109
215 H 5.198 -0.199 0.915  C206 1.081
216 H 6.116 0.710 -0.272  C206 1.072
217 H 7.992 1.233 1.365  N207 1.055
218 H 7.169 0.037 2.214  N207 1.020

energy: -3577.17278 a.u.
SMILES: CC1(C)CCCC(C)(C)N1O.CC1(C)CCCC(C)(C)N1O.CC1(C)CCCC(C)(C)N1O.CC1(C)CCCC(C)(C)N1O.CC1(C)CCCC(C)(C)N1O.COC[C@H](C)N.COC[C@H](C)N.COC[C@H](C)N.COC[C@H](C)N
charge: 0
orbital gap: 8.66 eV
relative energy (zero: lowest compared OMol25 entry of this formula, charge and spin): 332.7 kJ/mol
HOMO level: -0.3005 Eh

Here are the Löwdin charges for atoms 1 to 2, given in e:
1. C 0.00
2. C -0.43